{"formula": "C13H40F2NO21P4S2Ti", "method": "the ωB97M-V functional and the def2-TZVPD basis", "symbols": ["Ti", "N", "S", "O", "O", "F", "S", "O", "O", "F", "C", "O", "H", "H", "H", "H", "C", "O", "P", "O", "O", "C", "O", "C", "H", "H", "H", "H", "H", "H", "H", "H", "H", "C", "O", "P", "O", "O", "C", "O", "C", "H", "H", "H", "H", "H", "H", "H", "H", "H", "C", "O", "P", "O", "O", "C", "O", "C", "H", "H", "H", "H", "H", "H", "H", "H", "H", "C", "O", "P", "O", "O", "C", "O", "C", "H", "H", "H", "H", "H", "H", "H", "H", "H"], "xyz": [[0.726, -0.970, 0.191], [2.662, 0.160, 0.061], [3.552, 1.449, -0.326], [4.803, 1.112, -0.925], [3.489, 2.603, 0.500], [2.662, 1.832, -1.631], [3.305, -0.055, 1.626], [2.849, 0.805, 2.660], [4.585, -0.656, 1.656], [2.269, -1.331, 1.919], [4.140, -2.499, -1.769], [2.808, -2.260, -1.300], [4.860, -1.968, -1.137], [4.350, -3.562, -1.677], [4.294, -2.139, -2.788], [2.821, -1.369, -0.908], [0.049, -3.234, -2.910], [-0.791, -4.126, -2.126], [-0.521, -4.347, -0.606], [-0.095, -3.186, 0.178], [-1.913, -4.939, -0.197], [-2.218, -4.989, 1.195], [0.483, -5.543, -0.467], [1.875, -5.280, -0.244], [0.669, -2.609, -2.270], [-0.618, -2.561, -3.443], [0.654, -3.839, -3.576], [-1.373, -5.285, 1.817], [-3.015, -5.720, 1.316], [-2.578, -4.021, 1.541], [2.032, -4.581, 0.582], [2.352, -4.815, -1.107], [2.365, -6.210, 0.025], [-3.043, -0.024, -3.191], [-1.851, 0.685, -3.586], [-0.636, 0.833, -2.587], [-0.575, -0.259, -1.607], [-0.801, 2.216, -1.902], [-0.885, 3.421, -2.673], [0.558, 0.990, -3.573], [1.671, 0.077, -3.567], [-3.078, -0.966, -3.735], [-3.898, 0.584, -3.475], [-3.072, -0.234, -2.124], [-0.567, 4.224, -2.014], [-1.917, 3.585, -2.987], [-0.252, 3.387, -3.557], [1.876, -0.297, -2.568], [2.526, 0.641, -3.931], [1.469, -0.729, -4.273], [-1.736, 1.077, 4.609], [-1.479, -0.336, 4.497], [-1.560, -1.051, 3.104], [-0.706, -0.476, 2.050], [-3.072, -1.087, 2.734], [-3.526, -0.530, 1.492], [-1.263, -2.530, 3.456], [-0.125, -2.863, 4.262], [-2.417, 1.223, 5.441], [-2.135, 1.494, 3.686], [-0.799, 1.586, 4.833], [-3.475, 0.560, 1.524], [-4.553, -0.852, 1.370], [-2.889, -0.864, 0.671], [0.719, -2.224, 4.006], [0.109, -3.906, 4.076], [-0.384, -2.757, 5.315], [-2.635, 5.912, 0.171], [-1.212, 6.024, 0.161], [-0.410, 5.087, 1.138], [-0.832, 5.093, 2.535], [-0.592, 3.679, 0.419], [-0.747, 2.490, 1.173], [1.049, 5.548, 0.853], [1.635, 5.414, -0.439], [-2.968, 5.147, -0.537], [-3.047, 6.869, -0.137], [-3.009, 5.644, 1.160], [0.116, 1.820, 1.117], [-1.595, 1.906, 0.803], [-0.947, 2.694, 2.226], [2.552, 6.000, -0.445], [0.989, 5.834, -1.213], [1.885, 4.375, -0.624]], "lowdin_spin": [2.4510, 0.0809, 0.0256, 0.0059, 0.0188, 0.0060, 0.0581, 0.0292, 0.0266, 0.0341, 0.0012, 0.0193, 0.0003, 0.0002, 0.0003, 0.0057, 0.0043, 0.0008, 0.0050, 0.0380, 0.0013, 0.0001, 0.0003, 0.0002, 0.0035, 0.0001, 0.0003, 0.0000, 0.0000, 0.0000, 0.0004, 0.0000, 0.0000, 0.0004, 0.0005, 0.0093, 0.0687, 0.0023, 0.0002, 0.0016, 0.0111, 0.0000, 0.0000, 0.0001, 0.0001, 0.0000, 0.0000, 0.0102, 0.0003, 0.0004, 0.0002, 0.0006, 0.0050, 0.0393, 0.0014, 0.0007, 0.0005, 0.0004, 0.0000, 0.0001, 0.0001, 0.0000, 0.0000, 0.0008, 0.0002, 0.0000, 0.0000, 0.0000, 0.0001, 0.0001, 0.0001, 0.0014, 0.0126, 0.0000, 0.0003, 0.0000, 0.0000, 0.0000, 0.0119, 0.0006, 0.0005, 0.0000, 0.0000, 0.0002], "multiplicity": 4, "homo_lumo_gap_ev": [4.62, 10.36]}